[1]
Here is a molecular structure, C42H35FN3S6TeZr at a distorted geometry from the Open Molecules 2025 dataset. Energies are from ωB97M-V with the def2-TZVPD basis set.

Values from the calculation:
ΔE to the lowest compared entry with this formula, charge and spin   31.3 kcal/mol
LUMO energy   -0.1444 Ha
Kohn-Sham gap   5.25 eV
Net charge   +1

```
89
Properties=species:S:1:pos:R:3:forces:R:3
Zr -0.460296 -0.094512 -0.124793 -1.092 -1.034 -0.838
C 1.554051 -0.197397 3.282651 0.073 0.034 -0.075
C 2.186424 0.102650 1.950501 -0.135 0.027 -0.064
C 1.832193 1.233905 1.185768 0.325 0.065 0.184
C 2.630165 1.634870 0.099125 -0.160 0.084 0.004
C 2.475892 2.994922 -0.528364 0.043 -0.062 -0.005
C 3.659405 0.810076 -0.317381 0.090 -0.104 -0.096
C 3.954567 -0.371985 0.355307 0.037 -0.043 -0.043
C 5.074433 -1.263005 -0.106754 -0.033 0.003 0.005
C 3.224274 -0.696435 1.493925 0.102 -0.083 -0.070
H 2.268862 -0.716475 3.921587 -0.008 0.021 -0.014
H 0.678186 -0.837193 3.179717 -0.073 -0.039 -0.032
H 1.257867 0.725251 3.775358 0.013 0.033 -0.002
H 1.141561 1.956437 1.606525 -0.115 0.040 0.030
H 2.662457 2.963859 -1.605589 -0.033 -0.003 0.042
H 3.217089 3.671316 -0.096277 0.001 -0.011 -0.028
H 1.497082 3.428887 -0.347779 -0.031 0.013 0.026
H 4.263551 1.102181 -1.172899 -0.016 -0.018 0.058
H 5.924978 -1.194471 0.575100 -0.024 -0.006 -0.013
H 5.419394 -0.982860 -1.102370 -0.012 -0.001 0.029
H 4.758192 -2.308785 -0.126353 0.007 0.056 -0.001
H 3.492923 -1.581079 2.061758 0.006 0.020 -0.003
N 1.262482 1.073622 -3.976063 0.125 -0.089 -0.301
C 2.452765 0.368749 -4.313557 -0.072 0.107 -0.041
C 3.232480 0.811460 -5.364948 -0.023 0.097 -0.074
C 4.396173 0.131195 -5.698111 0.041 0.006 -0.018
C 4.787215 -0.974650 -4.961913 -0.001 -0.051 0.016
C 4.014982 -1.399452 -3.886254 0.111 -0.040 -0.014
C 2.842123 -0.734809 -3.575223 0.048 0.051 0.216
S 1.824516 -1.330397 -2.266353 -0.062 -0.080 -0.128
N 0.876748 0.065233 -1.917064 0.370 -0.104 0.127
C 0.647621 0.982891 -2.790283 0.009 0.136 0.100
C -0.330793 2.051179 -2.429505 0.244 -0.067 0.095
C -0.933679 2.849762 -3.373234 -0.022 0.069 -0.329
C -1.761984 3.882630 -2.957250 -0.031 0.044 -0.167
C -1.924793 4.093988 -1.607139 -0.041 0.072 0.103
C -1.316378 3.216815 -0.725392 -0.023 -0.081 0.014
N -0.558198 2.192677 -1.115367 -0.038 0.255 0.073
H 1.070403 1.891382 -4.527303 0.022 0.057 -0.068
H 2.926897 1.684734 -5.932930 0.022 -0.052 0.021
H 4.995162 0.473031 -6.532039 -0.028 -0.017 0.032
H 5.691316 -1.512085 -5.218473 -0.045 0.035 0.013
H 4.316889 -2.261309 -3.299558 -0.019 0.071 -0.043
H -0.791041 2.663830 -4.429479 -0.033 0.018 0.004
H -2.262310 4.510604 -3.683453 0.034 -0.032 0.015
H -2.538279 4.900443 -1.229142 0.030 -0.035 0.002
H -1.476820 3.320283 0.336834 -0.013 -0.009 0.088
S -6.766654 -3.766155 -1.778334 -0.028 -0.016 0.010
C -5.407376 -2.896923 -1.568766 0.039 0.019 -0.023
S -3.841923 -3.396254 -2.135620 0.063 -0.060 -0.018
C -2.940796 -2.008545 -1.572683 0.167 -0.375 -0.099
C -3.652821 -1.073463 -0.936784 -0.133 0.196 0.297
S -2.954707 0.407866 -0.345859 0.119 0.018 -0.044
S -5.362406 -1.365090 -0.745553 -0.024 0.054 0.067
S -1.251874 -1.861086 -1.914319 0.172 0.583 0.163
Te -1.802334 1.339240 2.368585 -0.311 0.536 0.417
C -3.144081 0.047772 3.337617 0.058 -0.021 -0.205
C -2.685639 -0.781491 4.351115 -0.085 -0.055 0.047
C -3.583774 -1.624343 4.990077 -0.021 -0.028 0.007
C -4.918172 -1.647382 4.599418 0.026 0.025 -0.008
C -5.361158 -0.820192 3.575453 0.015 -0.029 0.006
C -4.472474 0.037942 2.938756 -0.058 -0.080 0.065
C -1.371651 2.452992 4.123917 0.269 -0.134 -0.145
C -1.935272 3.723347 4.167058 0.100 0.056 0.164
C -1.779087 4.505896 5.305172 0.036 -0.007 0.022
C -1.063497 4.019522 6.391853 -0.039 0.012 -0.045
C -0.505330 2.748618 6.343824 0.006 0.007 0.002
C -0.653615 1.963427 5.208278 -0.039 0.046 0.095
H -1.640505 -0.786660 4.635775 -0.045 -0.021 -0.016
H -3.235465 -2.276075 5.782758 -0.030 0.032 -0.034
H -5.613693 -2.314327 5.094058 0.030 0.028 -0.022
H -6.399114 -0.839733 3.267165 0.031 -0.007 0.019
H -4.812317 0.681966 2.138114 0.002 0.003 0.021
H -2.507718 4.096811 3.327469 -0.009 0.001 0.009
H -2.223787 5.492897 5.342244 0.020 -0.036 0.010
H -0.946800 4.628209 7.280241 -0.006 -0.025 -0.045
H 0.046404 2.363592 7.192947 -0.025 0.022 -0.028
H -0.226144 0.969818 5.192145 -0.030 0.039 0.002
F -0.674748 -5.683834 2.808729 0.000 -0.031 0.005
C -0.601758 -4.473828 2.231289 0.042 -0.024 0.019
C 0.591074 -4.084561 1.649731 0.051 -0.034 0.008
C 0.660267 -2.829310 1.070475 0.013 0.034 -0.007
C -0.430428 -1.945649 1.052470 0.148 -0.181 0.451
C -1.618779 -2.411783 1.632895 0.078 -0.063 0.062
C -1.714061 -3.662549 2.231352 -0.108 0.034 -0.034
H 1.434545 -4.764199 1.652327 -0.032 0.028 0.003
H 1.598643 -2.550965 0.602144 0.037 0.023 -0.008
H -2.510431 -1.802257 1.619935 -0.112 0.059 -0.005
H -2.637462 -4.008388 2.680823 0.048 0.020 -0.022
```
Positions in Å, forces in eV/Å.

Atomic partial charges in e from the Löwdin method, atoms 1 to 4: Zr 1.183; C -0.043; C -0.268; C -0.103

***

[2]
Here is a molecular structure, C35H41CuN3O5PS2Te at a distorted geometry from the Open Molecules 2025 dataset. Energies are from ωB97M-V with the def2-TZVPD basis set.

Values from the calculation:
ΔE to the lowest compared entry with this formula, charge and spin   48.5 kcal/mol
LUMO energy   0.1392 Ha
Kohn-Sham gap   5.72 eV
Net charge   -2

```
89
Properties=species:S:1:pos:R:3:forces:R:3
Cu -0.099724 -2.551947 1.024357 2.180 -0.614 -0.717
S 1.982876 -1.985447 0.883557 1.230 -0.086 0.091
C 2.229276 -3.633647 0.480657 0.325 -0.375 -0.006
S 0.857176 -4.645847 0.454857 -0.085 -0.252 0.007
C 3.505676 -4.121247 0.192457 -0.692 0.325 0.111
C 4.632676 -3.306847 0.265557 0.973 0.645 0.112
N 5.597676 -2.671747 0.333557 -0.007 0.044 -0.026
C 3.727076 -5.443547 -0.189443 0.216 -0.971 -0.303
N 3.979076 -6.521447 -0.520543 -0.010 -0.115 -0.011
C 1.914376 4.634953 -0.411243 -0.058 -0.390 0.012
C 1.751576 3.125453 -0.489143 -0.164 0.268 -0.298
O 2.558776 2.527853 0.491057 0.299 -0.159 0.506
P 2.253376 0.890253 0.758757 0.654 0.984 -0.252
O 0.911676 1.005253 1.652857 0.115 -0.137 0.009
C 0.900276 1.706453 2.888557 -0.125 0.479 0.624
C -0.219424 2.735653 2.903257 0.130 -0.362 -0.181
O 3.322276 0.778753 1.969757 -0.042 -0.029 0.296
C 4.643676 0.323553 1.732657 0.420 -0.117 0.086
C 5.631076 1.338753 2.295357 -0.325 -0.176 -0.143
H 1.264176 5.116253 -1.137143 -0.078 0.109 -0.124
H 2.947976 4.909153 -0.612343 0.089 0.058 -0.024
H 1.653876 4.978753 0.586257 -0.042 0.090 0.130
H 2.038976 2.767553 -1.484743 -0.093 -0.023 -0.066
H 0.703476 2.844853 -0.330643 -0.016 0.150 -0.051
H 1.865676 2.197553 3.042457 -0.113 -0.119 0.068
H 0.737176 0.972253 3.685657 0.093 0.084 -0.124
H -0.037324 3.511653 2.162357 0.051 0.139 -0.082
H -0.281724 3.189553 3.891957 -0.020 0.070 0.070
H -1.156224 2.238853 2.669157 -0.171 -0.029 0.025
H 4.821276 0.178553 0.664457 -0.033 -0.093 -0.019
H 4.765776 -0.648247 2.222157 -0.043 0.092 -0.174
H 5.456276 2.313353 1.843857 0.030 0.094 -0.052
H 6.647776 1.016853 2.086057 0.161 -0.033 -0.021
H 5.505676 1.431253 3.372057 -0.012 0.021 0.118
C -1.527724 4.346653 -5.565243 0.036 -0.054 0.069
C -1.249224 3.442653 -4.397843 -0.048 0.126 0.031
C -1.779324 3.685553 -3.144443 0.045 0.020 -0.215
C -1.554224 2.820653 -2.077043 -0.076 -0.058 0.227
C -2.149024 3.202353 -0.751343 0.035 -0.119 0.093
C -0.789724 1.666053 -2.255443 0.125 -0.172 0.272
Te -0.626424 0.148853 -0.666343 -0.885 0.433 -1.787
N -1.812924 -1.909547 1.159057 -1.716 1.276 -0.630
C -1.783524 -1.011247 2.170357 -0.810 0.939 0.788
O -2.115424 0.161353 1.997257 0.054 -0.261 0.478
C -1.436224 -1.443547 3.571957 0.227 0.437 0.417
C -0.106324 -1.600947 3.946157 -0.039 0.131 -0.061
C 0.215776 -1.915347 5.254357 0.082 -0.007 -0.001
C -0.785324 -2.074947 6.198857 0.099 -0.084 0.240
C -2.109524 -1.880847 5.838957 -0.147 0.030 0.012
C -2.432424 -1.547547 4.535757 0.013 0.108 -0.105
C -2.033724 -0.955247 -1.842843 0.143 -0.016 0.221
C -3.329024 -0.468247 -1.927743 -0.096 0.224 0.063
C -4.311824 -1.138547 -2.631643 -0.181 0.028 -0.009
C -4.001924 -2.334047 -3.255043 -0.015 -0.169 -0.105
C -2.716324 -2.835547 -3.163843 -0.104 -0.061 -0.095
C -1.718924 -2.163947 -2.461743 0.239 0.117 -0.137
C -0.355924 -2.765747 -2.356343 0.033 -0.072 0.090
C -0.207324 1.449453 -3.510943 0.248 -0.084 -0.132
C 0.681676 0.274653 -3.778543 0.089 -0.012 0.021
C -0.441924 2.328453 -4.557243 -0.075 0.064 0.036
H -2.191624 5.159253 -5.278043 -0.048 0.086 -0.026
H -1.998324 3.781353 -6.370043 -0.040 0.050 -0.098
H -0.602624 4.773953 -5.953743 0.020 0.062 -0.066
H -2.390924 4.567653 -2.987143 -0.060 0.048 0.020
H -3.193324 3.489153 -0.864943 -0.122 0.034 0.015
H -1.614424 4.060853 -0.343843 0.046 0.096 0.124
H -2.077324 2.379853 -0.040743 -0.084 0.084 0.083
H 0.672276 -1.492147 3.197757 0.002 -0.025 0.108
H 1.256076 -2.041647 5.529957 -0.005 -0.032 0.008
H -0.531524 -2.357047 7.214857 -0.014 0.049 0.009
H -2.897824 -1.986647 6.576857 0.026 -0.025 -0.003
H -3.463724 -1.398347 4.243857 -0.051 0.014 0.008
H -3.568724 0.453153 -1.418943 -0.072 0.140 0.076
H -5.321424 -0.748047 -2.677843 0.004 0.068 0.011
H -4.759724 -2.881547 -3.804043 -0.007 -0.006 0.007
H -2.479824 -3.785647 -3.626143 0.058 -0.054 -0.068
H -0.296024 -3.403847 -1.469443 0.090 -0.040 -0.106
H 0.403276 -1.995247 -2.228243 0.046 -0.119 -0.018
H -0.122124 -3.378147 -3.225443 0.034 -0.078 -0.073
H 1.313076 0.069353 -2.914643 0.018 -0.111 -0.009
H 1.314076 0.456653 -4.646843 0.023 0.018 -0.075
H 0.080576 -0.610547 -3.978243 0.001 -0.153 0.042
H 0.010876 2.140753 -5.524943 0.037 -0.065 -0.043
C -2.481224 -4.091647 0.379057 0.186 -0.058 0.094
C -1.893024 -3.230247 1.486557 -1.893 -1.641 0.337
O -1.780424 -3.699247 2.624757 -0.149 -0.613 0.304
H -1.978324 -5.054347 0.356857 0.020 -0.088 0.007
H -2.411824 -3.602047 -0.585043 -0.067 -0.017 -0.064
H -3.531424 -4.260347 0.620257 -0.111 0.039 0.023
```
Positions in Å, forces in eV/Å.

Atomic partial charges in e from the Löwdin method, atoms 1 to 4: Cu -0.071; S 0.640; C -1.070; S 0.674

***

Summary of HOMO energy in eV
-9.18 -1.93
(order as listed above)